# 1
ORCA calculation (the ωB97M-V functional and the def2-TZVPD basis) on a 12-piece molecular cluster, C26H46Cl12N2O18 overall.

The frontier orbital gap is 10.956 eV. As for the total energy: -217811.478 eV. The SMILES is COC(=O)OC.COC(=O)OC.COC(=O)OC.COC(=O)OC.COC(=O)OC.COC(=O)OC.ClC(Cl)Cl.ClC(Cl)Cl.ClC(Cl)Cl.ClC(Cl)Cl.CC#N.CC#N. The calculation puts the molecular weight at 1100.09 g mol⁻¹. Its spin multiplicity is 1. The HOMO energy is -10.650 eV.

XYZ file:
```
104
Properties=species:S:1:pos:R:3:forces:R:3:mulliken_charge:R:1
C 3.47141 -2.50063 4.11736 -0.3 0.4 -0.8 -0.93
C 3.54187 -2.44035 2.65097 0.2 -0.2 0.5 0.40
N 3.60879 -2.40275 1.50780 0.0 -0.1 -0.2 -0.34
H 3.23312 -3.51194 4.43161 0.1 -0.1 0.1 0.26
H 2.65215 -1.83929 4.39954 0.1 0.0 0.3 0.27
H 4.41351 -2.13823 4.51623 0.0 -0.1 0.2 0.38
C -4.91056 -1.78600 -1.38999 -0.6 -0.4 -0.2 -0.68
C -4.67228 -2.46662 -0.12681 0.1 -0.2 0.4 0.40
N -4.49534 -3.00823 0.87184 0.0 0.2 -0.2 -0.44
H -4.53295 -2.39022 -2.21441 0.4 0.2 0.1 0.24
H -4.49844 -0.78332 -1.35937 0.1 0.0 -0.2 0.13
H -5.98466 -1.73130 -1.58459 0.0 0.2 0.3 0.42
C -1.90211 -0.00658 -3.30102 -0.4 0.6 0.4 -0.15
O -1.88811 -0.19042 -4.70369 -0.1 -0.5 -0.2 -0.35
C -1.34201 0.72656 -5.49086 0.1 -0.4 -0.2 0.73
O -0.83731 1.76839 -5.17642 -0.1 0.3 0.4 -0.53
O -1.43095 0.25232 -6.73421 0.0 0.0 -0.3 -0.36
C -1.03263 1.16451 -7.76274 0.2 0.1 0.0 -0.67
H -0.90147 -0.02591 -2.87523 0.1 0.1 -0.1 0.17
H -2.50181 -0.81108 -2.88882 0.2 -0.3 -0.1 -0.01
H -2.41851 0.92389 -3.04857 0.3 0.1 0.0 0.24
H -0.82941 0.58279 -8.65588 -0.2 -0.2 0.0 0.24
H -0.11849 1.69101 -7.49193 -0.1 0.1 0.1 0.31
H -1.84326 1.87145 -7.93388 0.1 0.1 -0.1 0.28
C 3.55101 0.28698 -0.28755 0.6 -0.3 1.2 0.01
O 4.47384 1.25533 -0.79084 -0.3 -0.3 -0.6 -0.33
C 4.51509 2.38953 -0.11143 0.2 -0.2 -0.2 0.87
O 4.11902 2.55364 1.00597 -0.3 0.2 0.6 -0.59
O 5.08432 3.29889 -0.89154 0.3 0.1 -0.1 -0.34
C 5.34560 4.56883 -0.31238 0.0 0.7 -0.3 -0.67
H 2.56220 0.71323 -0.17895 -0.3 -0.1 -0.4 -0.01
H 3.85328 -0.03631 0.71375 0.0 0.2 -0.2 0.26
H 3.62345 -0.59405 -0.91283 -0.2 0.2 -0.4 0.01
H 6.40716 4.67197 -0.09093 0.0 -0.2 0.1 0.27
H 4.75231 4.76338 0.57373 -0.1 -0.2 0.1 0.33
H 5.08075 5.29583 -1.07863 0.0 0.0 0.1 0.24
C -1.57521 4.13782 -2.95315 0.1 0.3 0.0 -0.80
O -1.95997 3.77514 -1.62405 0.1 -0.7 -0.4 -0.10
C -2.48795 4.67787 -0.81148 0.4 0.3 -0.3 0.71
O -2.60934 5.84761 -1.03876 -0.2 0.3 0.2 -0.63
O -2.80011 4.01678 0.29085 -0.2 -0.6 0.3 -0.18
C -3.05677 4.68744 1.51136 -0.5 0.8 0.3 -0.66
H -2.35874 3.81661 -3.63635 0.0 0.1 -0.1 0.24
H -0.65567 3.60502 -3.17914 -0.1 -0.2 0.0 0.22
H -1.38052 5.20649 -3.02322 -0.2 0.0 0.0 0.47
H -2.28323 4.43150 2.22964 0.1 0.1 -0.1 0.13
H -4.02412 4.36819 1.89503 0.0 -0.2 -0.1 0.27
H -3.11092 5.76787 1.37598 0.2 0.0 -0.1 0.33
C -2.17533 0.69806 0.43382 -1.6 0.1 -0.5 0.00
O -0.87954 0.32081 -0.00520 0.3 0.2 0.6 0.22
C -0.63737 -0.96622 -0.22996 0.0 -0.7 -0.5 0.13
O -1.46011 -1.82853 -0.38045 -0.5 -0.3 0.2 -0.26
O 0.66563 -1.15362 -0.34877 0.2 0.5 0.2 0.20
C 1.17136 -2.44391 -0.71086 0.8 0.3 -0.4 0.62
H -2.96737 -0.01638 0.18572 0.5 -0.3 -0.2 -0.13
H -2.45417 1.61554 -0.07978 0.4 0.2 0.1 0.19
H -2.29086 0.81424 1.50904 0.8 0.2 0.1 -0.16
H 0.82401 -3.27155 -0.09711 -0.4 0.2 0.0 -0.20
H 2.24044 -2.30448 -0.56736 -0.1 -0.3 0.2 -0.65
H 1.05024 -2.63431 -1.77818 -0.5 0.0 0.1 0.25
C -0.28665 -6.98403 4.09673 0.4 0.4 1.1 -0.48
O -0.72564 -6.73075 2.77566 -0.7 0.0 -0.3 -0.34
C 0.03481 -6.17188 1.85163 0.8 0.4 0.1 0.75
O -0.39694 -5.55773 0.91267 -0.2 -0.1 0.0 -0.39
O 1.33884 -6.36089 2.09838 -0.1 -0.5 0.1 -0.43
C 2.26523 -5.59989 1.33655 0.3 1.0 0.6 -0.07
H 0.79400 -7.03148 4.21487 0.0 -0.4 -0.4 0.31
H -0.78316 -7.87681 4.46318 0.1 -0.2 -0.3 0.27
H -0.58664 -6.16666 4.76007 -0.2 0.0 -0.3 0.09
H 2.56631 -6.04697 0.39548 -0.3 -0.2 -0.1 0.29
H 3.13265 -5.47405 1.98362 0.1 -0.3 -0.1 0.27
H 1.86200 -4.59569 1.21702 0.0 -0.1 -0.4 -0.31
C 1.18427 7.08032 2.69869 -0.7 -0.1 1.7 -0.72
O 1.19260 6.27509 1.54089 0.7 0.8 -0.3 -0.37
C 0.55632 5.12469 1.66984 0.2 0.2 -0.6 0.81
O -0.06390 4.77125 2.62606 -0.4 -0.3 1.0 -0.60
O 0.69737 4.45973 0.54178 -0.1 -0.3 -0.2 -0.41
C 0.17604 3.12964 0.56803 0.6 -0.7 -0.3 -0.38
H 1.75117 7.99831 2.60516 0.1 -0.1 -0.7 0.26
H 1.58511 6.53637 3.56289 0.1 -0.1 -0.3 0.31
H 0.15814 7.30939 3.00272 0.0 0.2 -0.3 0.29
H -0.75559 3.03345 1.11361 -0.1 0.3 -0.2 0.01
H 0.89666 2.45111 1.02394 0.2 0.1 0.1 0.62
H 0.08430 2.85451 -0.47669 -0.3 -0.1 0.1 0.15
C -1.60068 -5.13596 -2.06565 0.3 0.1 -0.2 1.18
Cl -1.15858 -6.78962 -2.47526 0.0 -0.2 0.1 -0.16
Cl -3.33535 -4.99349 -1.80795 0.1 0.0 0.0 -0.17
Cl -1.03055 -4.06232 -3.36181 -0.2 0.1 0.1 -0.15
H -1.07798 -4.86601 -1.15788 -0.1 0.0 0.1 -0.74
C 4.60690 -2.52633 -4.17203 -0.2 -0.1 0.3 0.06
Cl 4.10195 -3.21615 -2.61620 0.1 0.0 0.0 -0.09
Cl 5.41190 -3.73784 -5.15392 0.1 0.0 -0.1 -0.13
Cl 5.61002 -1.10871 -3.91109 0.0 0.0 0.0 -0.11
H 3.70524 -2.22435 -4.68334 0.0 0.1 -0.1 0.25
C -1.46221 -2.75266 3.15098 -0.1 0.2 0.2 0.13
Cl -2.28964 -1.21094 3.30810 -0.1 0.1 0.1 -0.07
Cl -1.70775 -3.71956 4.61374 0.0 0.0 -0.1 -0.19
Cl 0.26583 -2.44283 2.88233 -0.2 -0.3 -0.2 -0.04
H -1.90967 -3.27515 2.31199 0.3 -0.1 -0.1 0.03
C -3.59263 2.35284 5.66549 0.0 0.5 0.0 -0.06
Cl -3.19974 2.38248 3.94344 0.0 -0.2 0.1 0.00
Cl -4.73605 3.65480 6.02262 -0.1 -0.1 0.0 -0.14
Cl -2.14519 2.54760 6.65188 0.0 -0.2 -0.1 -0.13
H -4.06609 1.41387 5.90889 0.0 -0.1 0.0 0.33
```
Positions in Å, forces in eV/Å.

***

# 2
ORCA calculation (the ωB97M-V functional and the def2-TZVPD basis) on C9H27ClFeIOP2S as an isolated structure.

The frontier orbital gap (spin up / spin down) is 8.193 / 4.635 eV. As for the total energy: -96223.027 eV. The calculation puts the molecular weight at 463.53 g mol⁻¹. The expectation value of S² is 8.7771. The charge is +2. Its spin multiplicity is 6. The HOMO energy (spin up / spin down) is -14.009 / -15.034 eV.

XYZ file:
```
43
Properties=species:S:1:pos:R:3:forces:R:3:mulliken_charge:R:1
C -1.09789 -0.04290 1.52152 -0.6 0.1 -0.8 -0.99
I 0.74738 -0.02038 2.47739 0.9 0.0 0.3 0.07
H -0.84154 -0.12733 0.45883 -0.4 0.1 0.3 0.15
H -1.58177 0.90751 1.73052 0.0 0.0 -0.3 0.40
H -1.77327 -0.84990 1.81280 0.4 -0.1 0.0 0.48
Fe 2.04634 -0.19953 -2.41572 -0.4 1.3 -0.4 -0.44
P 0.89805 1.66732 -1.79087 -0.3 3.1 0.0 1.12
C 0.51606 2.73246 -0.34777 0.2 0.1 0.4 -1.20
C 2.59083 2.34033 -2.10487 0.1 0.0 0.3 -1.34
H 2.51238 3.42381 -2.31340 0.3 -0.6 -0.1 0.46
H 0.41239 3.72795 -3.03427 -0.2 -0.6 0.2 0.38
H 3.02005 1.80388 -2.97265 0.3 0.7 0.2 0.42
H -0.01618 2.28843 -4.01674 -0.1 0.2 0.6 0.38
H 1.10101 2.46808 0.54461 -0.2 0.1 -0.3 0.30
H 3.17743 2.18470 -1.18453 0.1 0.1 -0.4 0.36
C -0.03185 2.71186 -2.99394 -0.4 -0.3 -0.6 -1.25
H 0.80680 3.74686 -0.67880 -0.2 -0.4 0.3 0.44
H -1.07259 2.80577 -2.63937 0.3 -0.1 -0.3 0.38
H -0.55574 2.73421 -0.11286 0.3 -0.1 -0.1 0.32
P 0.70460 -1.84576 -1.66098 -1.2 -2.3 0.1 1.08
C 0.38598 -2.83638 -0.16657 0.2 0.0 0.1 -1.06
C -0.17308 -2.79263 -2.97814 0.0 0.4 -0.2 -1.34
H 2.88042 -1.68435 -2.81483 0.7 -1.4 -0.1 0.29
H 2.30711 -3.34626 -2.54750 0.6 0.5 0.2 0.49
H 3.11367 -2.44647 -1.16876 -0.4 0.0 -0.5 0.47
C 2.43972 -2.37081 -2.04507 0.4 -0.7 0.2 -1.00
H 0.01014 -2.24598 -3.91920 -0.2 -0.3 0.3 0.40
H 0.25799 -3.80593 -3.06297 -0.3 0.4 0.1 0.40
H 0.57679 -3.89219 -0.42113 -0.2 0.3 0.3 0.41
H -0.64944 -2.68960 0.16500 0.3 -0.2 -0.1 0.29
H -1.25971 -2.83551 -2.77661 0.6 0.0 -0.1 0.38
H 1.07901 -2.50553 0.61748 -0.2 -0.2 -0.1 0.28
Cl 1.76767 0.05256 -4.55721 0.1 -0.1 -0.3 -0.39
C -1.54507 -0.90404 4.88184 1.2 -0.3 0.5 -0.87
S -1.81788 0.88781 4.66790 -0.9 -1.3 0.9 0.73
C -3.39560 0.78673 3.87321 -0.6 0.7 -0.7 -0.90
O -2.06872 1.55645 5.97956 0.6 -0.2 -0.5 -0.28
H -2.13809 -1.52888 4.19676 0.1 0.7 0.2 0.34
H -1.80434 -1.12944 5.91607 0.0 0.0 0.0 0.42
H -0.47074 -1.06956 4.69391 -0.6 -0.1 0.4 0.29
H -4.15493 0.89844 4.65388 0.1 -0.1 -0.1 0.41
H -3.43217 1.61840 3.17713 -0.4 0.0 -0.1 0.36
H -3.47121 -0.17420 3.35633 0.0 0.4 0.1 0.36
```
Positions in Å, forces in eV/Å.